[1]
154
Properties=species:S:1:pos:R:3 method="wB97M-V/def2-TZVPD" e_tot_ha=-2790.535386 homo_ev=-6.6 orbital_gap_ev=6.88 total_charge=0 e_above_lowest_kcal_mol=868.8
C -3.18303 -3.87212 -0.06014
O -3.95839 -3.59874 -1.18397
C -3.23523 -3.24105 -2.36266
C -4.12449 -2.75293 -3.47092
N -3.59781 -2.92574 -4.85352
C -2.19342 -2.68758 -5.19194
C -1.86792 -1.11866 -5.14310
O -2.05083 -0.45740 -6.36600
C -2.40082 0.94457 -6.63346
H -2.57124 -4.75052 -0.26561
H -3.87827 -4.08074 0.75301
H -2.49136 -3.10774 0.29401
H -2.53069 -4.04337 -2.58173
H -2.62063 -2.38424 -2.08655
H -4.11069 -1.66321 -3.49157
H -5.13401 -3.07482 -3.21529
H -4.04391 -2.31594 -5.52378
H -2.01945 -3.04846 -6.20565
H -1.45121 -3.13009 -4.52754
H -0.79852 -1.12365 -4.93224
H -2.49950 -0.67222 -4.37505
H -3.14284 0.98439 -7.43092
H -1.59776 1.51862 -7.09568
H -2.78432 1.53600 -5.80205
C -2.54830 -2.09302 1.59480
O -1.51650 -1.42683 0.89152
C -0.93466 -0.31963 1.60151
C 0.17662 0.27779 0.71210
N 1.14467 1.20608 1.42164
C 0.59147 2.47853 1.78576
C 0.04839 3.46779 0.76502
O -1.22594 3.08658 0.32029
C -1.86795 4.17647 -0.33277
H -2.43462 -3.10992 1.21916
H -3.50123 -1.61466 1.36854
H -2.49433 -2.09882 2.68345
H -0.41926 -0.83712 2.41060
H -1.68639 0.34608 2.02556
H 0.03634 0.72083 -0.27387
H 0.70386 -0.60863 0.35940
H 1.89252 1.28486 0.74739
H 1.37264 3.05510 2.28119
H -0.11426 2.32205 2.60158
H 0.74516 3.58845 -0.06448
H 0.00635 4.43729 1.26140
H -2.51019 4.66069 0.40286
H -2.48578 3.64561 -1.05705
H -1.28241 4.90788 -0.88980
C -9.15089 -1.89404 -4.61955
O -8.10569 -2.61486 -3.89764
C -7.00202 -1.82194 -3.42029
C -7.14450 -0.63866 -2.33324
N -6.04424 -0.45316 -1.55039
C -4.80030 -0.16144 -2.26879
C -3.74675 0.28278 -1.26645
O -2.80784 1.19091 -1.91856
C -1.70417 1.55723 -1.11198
H -9.54649 -1.00998 -4.11950
H -10.02490 -2.53270 -4.74732
H -8.77081 -1.68363 -5.61922
H -6.42768 -1.39500 -4.24247
H -6.29204 -2.54097 -3.01160
H -8.00589 -0.92529 -1.72996
H -7.38441 0.25086 -2.91573
H -6.17912 0.08373 -0.70561
H -4.89558 0.69496 -2.93633
H -4.42698 -1.03794 -2.79838
H -3.21196 -0.58541 -0.88131
H -4.14837 0.93512 -0.49104
H -1.08586 2.22778 -1.70876
H -1.26000 0.65527 -0.69095
H -2.04405 2.10661 -0.23404
C 2.92371 4.30905 -0.97468
O 1.81996 4.19124 -0.06853
C 1.84156 5.21309 0.92028
C 2.91079 4.91709 1.95191
N 3.04144 5.90684 2.95223
C 3.87131 5.49697 4.08123
C 3.15037 4.57779 5.02414
O 3.91541 4.53818 6.22778
C 3.40239 3.70979 7.22201
H 3.12686 5.30144 -1.37716
H 2.65401 3.62958 -1.78320
H 3.85058 4.03982 -0.46821
H 0.86260 5.13249 1.39278
H 1.98552 6.26945 0.69343
H 3.84744 4.69133 1.44220
H 2.61693 3.95011 2.36023
H 3.64159 6.59375 2.51855
H 4.16126 6.38436 4.64388
H 4.81647 5.06892 3.74725
H 3.20469 3.59545 4.55493
H 2.06405 4.66714 5.02795
H 2.37754 4.07079 7.30839
H 4.01904 3.75276 8.11978
H 3.20728 2.68787 6.89686
C 2.62620 1.15620 2.80808
O 3.16693 2.46763 2.57105
C 3.99417 2.45926 1.39871
C 5.40471 1.72156 1.56375
N 6.30552 2.00002 0.46691
C 6.11056 1.31330 -0.79064
C 6.24625 -0.23619 -0.77999
O 7.40595 -0.65549 -0.08180
C 7.71616 -2.07770 -0.13421
H 3.44889 0.46695 2.99840
H 2.13943 0.82660 1.89019
H 2.02240 1.26613 3.70887
H 4.23015 3.51087 1.23583
H 3.36075 2.11088 0.58291
H 5.32494 0.64721 1.72962
H 5.92407 2.18061 2.40497
H 7.26726 1.83816 0.72949
H 6.82833 1.70923 -1.50908
H 5.12955 1.62947 -1.14527
H 6.20237 -0.60555 -1.80455
H 5.36129 -0.60053 -0.25825
H 8.30459 -2.21132 0.77354
H 8.17147 -2.25764 -1.10807
H 6.78560 -2.63240 -0.01397
C -0.98443 -2.22074 -2.33826
C 0.39090 -2.53416 -1.65119
C 1.29627 -1.29715 -1.63597
O 2.55144 -1.50819 -1.01396
C 3.62132 -0.59941 -1.30191
N -0.07547 -2.91782 -0.32019
H -1.53197 -1.48005 -1.75545
H -1.61279 -3.05648 -2.64615
H -0.77260 -1.66371 -3.25092
H 1.00272 -3.36034 -2.01343
H 0.82338 -0.46919 -1.10777
H 1.36935 -0.78322 -2.59443
H 3.24472 0.33610 -0.88824
H 4.07288 -0.60034 -2.29397
H 4.45964 -0.85418 -0.65354
H 0.65314 -3.22698 0.30721
H -0.41449 -2.04501 0.05846
C -0.10512 -3.96659 6.03174
C -0.27346 -4.65252 4.69200
C -0.13897 -3.81465 3.40462
O -0.23993 -4.66444 2.30550
C -0.08136 -4.15542 0.95233
N 0.59826 -5.76124 4.75547
H 0.20543 -4.64401 6.82721
H -1.10092 -3.55831 6.20434
H 0.55227 -3.10407 5.92227
H -1.25591 -5.11931 4.62126
H 0.73382 -3.16268 3.44026
H -0.95693 -3.09911 3.32067
H -0.49797 -3.20672 0.61395
H -0.53235 -4.94071 0.34568
H 0.94035 -4.08640 0.57890
H 0.49333 -6.17499 3.84011
H 1.57576 -5.50848 4.72859

[2]
160
Properties=species:S:1:pos:R:3 method="wB97M-V/def2-TZVPD" e_tot_ha=-3107.276158 homo_ev=-8.4 smiles="COCCNCCOC.COCCNCCOC.COCCNCCOC.COCCNCCOC.COCCNCCOC.COCCNCCOC.NC(N)=O.NC(N)=O" orbital_gap_ev=8.98 total_charge=0 e_above_lowest_kcal_mol=40.5
C 2.77758 6.79830 3.01620
O 1.80825 5.87625 2.58654
C 1.61644 4.87735 3.59936
C 0.52411 3.94628 3.15575
N 0.84460 3.16243 1.95014
C -0.26229 2.38079 1.42033
C -1.07713 3.05221 0.35513
O -0.32127 3.25070 -0.84571
C -1.14284 3.60653 -1.88127
H 3.73566 6.35433 3.06063
H 2.52579 7.28388 3.96179
H 2.77347 7.64052 2.24229
H 1.37802 5.30060 4.55187
H 2.57135 4.35268 3.71795
H -0.44969 4.48030 3.16973
H 0.35861 3.23873 3.98712
H 1.20845 3.77001 1.23464
H -0.90374 2.11403 2.29881
H 0.08264 1.44443 1.07482
H -1.31954 4.03305 0.74991
H -1.95317 2.50594 0.02764
H -0.49544 3.62728 -2.74297
H -1.57273 4.60671 -1.65211
H -1.98469 2.92769 -2.06632
C -3.49423 -4.00237 -5.26100
O -2.19737 -4.61852 -5.16973
C -1.07524 -3.71635 -5.28778
C 0.30247 -4.38209 -5.42303
N 1.05619 -4.32530 -4.16548
C 0.62117 -5.34293 -3.13888
C 1.37134 -5.10026 -1.81102
O 2.82571 -5.24980 -2.03467
C 3.36772 -6.61006 -2.01589
H -4.16595 -4.83585 -5.15750
H -3.57624 -3.53538 -6.26441
H -3.70981 -3.26430 -4.49561
H -1.08572 -3.17001 -4.33563
H -1.21672 -3.00291 -6.15020
H 0.87474 -3.77484 -6.15414
H 0.20949 -5.42856 -5.80850
H 2.07027 -4.50036 -4.32700
H 0.71174 -6.38102 -3.52166
H -0.41689 -5.24342 -2.95845
H 1.15050 -5.68097 -0.91429
H 1.23249 -4.00808 -1.53463
H 3.24573 -7.12018 -2.96041
H 3.01573 -7.23185 -1.16370
H 4.45798 -6.57363 -1.80092
C 2.98664 0.36738 0.89842
O 3.10669 0.13308 2.29208
C 2.30045 0.80719 3.25038
C 2.63773 0.26531 4.62843
N 1.84524 1.02500 5.63242
C 1.09922 0.19199 6.52142
C 0.05433 0.98215 7.22193
O -1.13730 1.19597 6.38372
C -2.01354 2.16955 6.95532
H 3.03962 1.44939 0.72672
H 2.14336 -0.27387 0.50525
H 3.91080 -0.06995 0.65431
H 1.26656 0.54346 2.99566
H 2.39052 1.87352 3.15674
H 3.70491 0.39660 4.76799
H 2.41155 -0.84429 4.71878
H 2.41565 1.75388 6.13279
H 1.70988 -0.24768 7.28950
H 0.59690 -0.55083 5.95571
H 0.33378 1.99183 7.58874
H -0.19396 0.37416 8.10713
H -2.80585 2.31640 6.28479
H -1.43828 3.14144 7.04331
H -2.50648 1.78613 7.89161
C -0.73127 -2.53324 7.27330
O -0.47638 -2.84294 5.89181
C 0.49785 -3.89946 5.79148
C 0.69833 -4.10683 4.29391
N 1.43666 -2.86572 3.71125
C 1.45675 -2.89104 2.24951
C 0.10235 -2.75714 1.53359
O -0.49420 -1.52714 1.91440
C -1.84654 -1.26884 1.65279
H 0.11145 -2.05940 7.80370
H -1.17299 -3.36974 7.84280
H -1.54181 -1.83325 7.16668
H 0.10085 -4.74681 6.33639
H 1.47791 -3.69806 6.23780
H -0.26925 -4.17781 3.81987
H 1.29789 -5.01883 3.99639
H 0.87158 -2.05529 4.04094
H 1.91278 -3.88033 2.03673
H 2.19827 -2.14909 1.86359
H -0.59623 -3.55462 1.79765
H 0.26049 -2.76565 0.47821
H -1.89927 -0.83288 0.64708
H -2.29236 -0.62332 2.40692
H -2.42145 -2.19330 1.70440
C 4.38960 4.41395 -0.08044
O 4.29257 3.90274 -1.41641
C 2.97350 3.73375 -1.80668
C 2.84550 2.94720 -3.07983
N 3.19315 1.53962 -2.92903
C 4.54869 1.25690 -2.53357
C 4.93918 -0.13925 -2.96704
O 4.04711 -1.08324 -2.37327
C 4.48699 -2.42659 -2.27776
H 3.68465 5.16847 0.11924
H 5.38744 4.76789 0.13894
H 4.11449 3.69505 0.67241
H 2.57433 4.72354 -1.96796
H 2.44831 3.20446 -0.95794
H 3.50375 3.37245 -3.80643
H 1.79976 2.99835 -3.44214
H 3.07861 1.23264 -3.88923
H 4.65674 1.39927 -1.43231
H 5.35080 1.97459 -2.96218
H 5.94580 -0.38376 -2.70632
H 4.89593 -0.29200 -4.08809
H 5.42085 -2.48372 -1.73102
H 4.65635 -2.96230 -3.23666
H 3.63353 -2.92252 -1.78087
C -7.85529 3.69662 -1.11988
O -6.58865 4.29744 -1.00085
C -5.54395 3.48954 -0.60286
C -5.17327 2.44305 -1.66504
N -5.05916 3.09774 -2.89595
C -4.89461 2.35375 -4.08349
C -3.71575 1.41522 -4.17043
O -3.68219 0.76906 -5.43668
C -2.56665 -0.07216 -5.54215
H -8.01381 3.06484 -0.26447
H -8.02982 3.16781 -2.05425
H -8.51480 4.56235 -1.09306
H -5.80296 2.95150 0.33793
H -4.71239 4.20043 -0.51542
H -5.87082 1.61362 -1.62511
H -4.25041 1.90219 -1.36031
H -5.62210 3.91172 -3.01654
H -4.81662 3.08586 -4.89904
H -5.79169 1.72037 -4.34927
H -3.73627 0.61987 -3.41788
H -2.85554 2.07174 -3.87480
H -1.64949 0.51551 -5.47313
H -2.63489 -0.59535 -6.47294
H -2.48444 -0.81917 -4.82454
N 1.15317 -1.50210 -3.22331
C 0.14522 -0.78967 -2.56455
N 0.50934 0.41577 -2.13644
O -0.92205 -1.31334 -2.24702
H 0.97006 -2.49322 -3.36478
H 2.07579 -1.10766 -3.38206
H -0.18488 0.98481 -1.61541
H 1.42143 0.88915 -2.28879
N -2.36864 -3.70370 -1.97053
C -3.48480 -3.07258 -1.60805
N -3.68499 -1.81702 -2.13410
O -4.41127 -3.64131 -1.04179
H -2.32984 -4.72102 -1.71615
H -1.62363 -3.06767 -2.11604
H -4.39024 -1.39785 -1.61129
H -2.71401 -1.42267 -2.23706

[3]
158
Properties=species:S:1:pos:R:3 method="wB97M-V/def2-TZVPD" e_tot_ha=-4112.048517 homo_ev="-7.0 / -7.3" multiplicity=6 orbital_gap_ev="7.38 / 7.67" total_charge=0 e_above_lowest_kcal_mol=107.7
Mn -2.57160 -3.40637 -0.27622
C -0.29557 0.27280 0.17760
C 0.03487 -1.18361 0.47153
O -1.13544 -1.98710 0.52238
H -1.19149 0.57196 0.72403
H -0.65594 0.42537 -0.84269
H 0.52102 0.98754 0.29275
H 0.57186 -1.35519 1.40969
H 0.73612 -1.57834 -0.26963
B -1.57292 -4.26958 -2.14848
H -1.34870 -4.42321 -1.08396
H -1.94303 -5.26737 -2.45617
H -2.33257 -3.47938 -2.23612
H -0.67213 -4.00772 -2.73334
C -2.15329 -0.21169 4.45276
O -1.60386 -1.35029 5.11155
C -0.30639 -1.65363 4.66530
C 0.35106 -2.65655 5.57749
O 0.41780 -2.26366 6.97165
C 0.94220 -3.28543 7.82112
H -1.85062 0.03329 3.43261
H -1.81187 0.70758 4.93860
H -3.23279 -0.23527 4.59536
H 0.32430 -0.76861 4.78927
H -0.32647 -1.95915 3.61738
H 1.39375 -2.70148 5.25582
H -0.13735 -3.63240 5.59646
H 1.86383 -2.99794 8.32833
H 1.17064 -4.21328 7.29382
H 0.17949 -3.50506 8.56894
C -1.97965 6.51524 -2.85931
O -1.19453 5.60392 -2.11547
C -0.27880 4.74650 -2.83507
C 0.33543 3.72740 -1.83012
O 1.25223 2.88715 -2.51718
C 2.56553 3.32445 -2.84835
H -2.55220 6.95634 -2.04264
H -2.69955 6.00684 -3.50418
H -1.45429 7.29130 -3.41747
H 0.48222 5.35572 -3.32706
H -0.81467 4.25869 -3.65164
H -0.39918 2.98895 -1.50960
H 0.86177 4.11654 -0.95682
H 2.54886 3.86402 -3.79554
H 3.16055 2.41398 -2.90576
H 2.95316 3.87828 -1.99201
C 0.41627 1.31575 -5.57106
O 0.38930 -0.01095 -5.04141
C 0.88809 -0.04678 -3.69154
C 1.16616 -1.43168 -3.10153
O 1.83904 -2.12951 -4.14217
C 2.77511 -3.05740 -3.63953
H 0.04850 2.02511 -4.82524
H -0.24684 1.40682 -6.42968
H 1.45039 1.61861 -5.74575
H 0.21222 0.53283 -3.05965
H 1.84241 0.48041 -3.61834
H 0.22678 -1.87249 -2.76281
H 1.76801 -1.33615 -2.19615
H 3.40722 -3.43076 -4.44765
H 2.34091 -3.99021 -3.27279
H 3.51093 -2.69796 -2.91734
C -2.57415 2.98751 0.79777
O -3.95578 2.63661 0.46751
C -4.43953 3.35241 -0.66787
C -5.96996 3.20184 -0.64924
O -6.49780 1.87434 -0.63928
C -7.91355 1.81296 -0.53613
H -2.05275 2.56379 -0.05967
H -2.25137 2.54974 1.74137
H -2.50067 4.06823 0.92618
H -4.01664 2.97993 -1.60288
H -4.26189 4.42654 -0.58856
H -6.47095 3.76439 -1.44058
H -6.33028 3.68362 0.26396
H -8.15686 2.42088 0.33835
H -8.17910 0.76798 -0.38292
H -8.51483 2.19427 -1.36382
C -2.02569 3.88426 5.72024
O -0.64117 3.74354 5.47459
C -0.10867 4.54431 4.43713
C 1.35981 4.35466 4.26941
O 1.81992 2.99405 4.15963
C 0.99830 2.14951 3.35223
H -2.19696 4.84064 6.21924
H -2.16330 3.12712 6.49347
H -2.78643 3.70858 4.95824
H -0.23388 5.57413 4.78503
H -0.66030 4.47934 3.49688
H 1.90386 4.73663 5.13250
H 1.63892 4.90194 3.36615
H 0.06995 1.97951 3.89972
H 1.56400 1.26516 3.06537
H 0.68948 2.68081 2.44821
C 7.69114 -1.69092 -4.35943
O 7.06795 -2.39375 -3.26338
C 7.20066 -1.77418 -1.96939
C 6.18673 -2.40424 -1.01998
O 5.68835 -1.48730 -0.12259
C 4.54711 -1.93480 0.64440
H 7.70982 -0.60764 -4.24103
H 7.10462 -1.92835 -5.24791
H 8.66872 -2.09735 -4.62384
H 7.12177 -0.68501 -1.93027
H 8.21306 -1.90021 -1.57756
H 6.71101 -3.23012 -0.53387
H 5.36216 -2.76250 -1.64034
H 4.62050 -1.25478 1.49380
H 4.53984 -2.92111 1.11110
H 3.58625 -1.79755 0.14679
C -5.32096 -4.63821 -1.58068
O -4.15798 -4.68885 -0.73686
C -4.02732 -5.95026 -0.06519
C -2.61942 -6.12103 0.50818
O -2.02887 -4.95421 1.03442
C -0.72099 -5.07121 1.65288
H -5.50003 -3.61264 -1.90205
H -6.21378 -4.91700 -1.01775
H -5.28051 -5.23909 -2.48939
H -4.38089 -6.80200 -0.64503
H -4.70559 -5.80566 0.77969
H -1.90976 -6.52617 -0.21526
H -2.71644 -6.84113 1.32374
H -0.62387 -4.11150 2.16250
H 0.01834 -4.95565 0.85906
H -0.42109 -5.82363 2.38167
C -3.45939 -0.85933 -2.00284
O -3.77713 -1.69808 -0.93805
C -4.46312 -0.92142 0.02904
C -4.89826 -1.87081 1.09305
O -3.78495 -2.63553 1.51548
C -3.87218 -3.23195 2.75141
H -2.83122 -0.01959 -1.69444
H -4.28849 -0.49495 -2.60914
H -2.69438 -1.38670 -2.57530
H -5.30835 -0.34919 -0.35865
H -3.83140 -0.15384 0.48104
H -5.68405 -2.53063 0.71901
H -5.28870 -1.18934 1.85177
H -2.91010 -3.34918 3.25509
H -4.06934 -4.29450 2.58557
H -4.49703 -2.74399 3.49930
C 4.27256 1.65655 0.37410
O 4.75546 2.55694 -0.60094
C 6.12138 2.41993 -0.97319
C 6.49549 3.54496 -1.95191
O 5.85866 3.58680 -3.25664
C 6.04139 2.41756 -4.01880
H 4.88422 1.78281 1.27005
H 4.22372 0.60533 0.08950
H 3.24717 1.93170 0.62225
H 6.19572 1.53168 -1.60667
H 6.73581 2.25650 -0.08685
H 7.57061 3.50288 -2.14092
H 6.31850 4.53599 -1.53445
H 7.00474 1.93792 -3.82992
H 5.88228 2.53845 -5.08920
H 5.31185 1.68465 -3.66442